Record 1
Molecular formula: C12H17NO
Method: DFT, the ωB97M-V functional and the def2-TZVPD basis

Its relative energy (zero: lowest compared OMol25 entry of this formula, charge and spin) is 155.3 kcal per mole. The total charge is 0. Its SMILES is CC[C@@H]1C/N=C(\C)O[C@@H]2C=C2C12CC2. The multiplicity is 1. The lowest unoccupied orbital energy comes out at 0.0365 Eh.

Each line ends with the Löwdin charge.
Positions of all 31 atoms, in Å:
C  -2.31981  -2.03902  0.26041  0.0990
C  -2.51359  -0.94617  -0.74418  -0.2073
C  -2.28895  1.17690  0.11717  -0.4222
C  0.83512  -2.41310  0.68669  -0.0640
C  0.98485  -2.45993  -0.81331  -0.0605
C  0.05078  1.02191  1.00930  -0.1279
C  0.74862  0.11453  -0.07178  -0.2110
C  -1.24372  -1.54401  -0.27586  -0.1406
C  0.16734  -1.32292  -0.15197  -0.2903
C  -2.37649  2.61091  -0.30827  -0.0008
C  2.79894  1.58606  -0.17426  -0.1059
C  2.26385  0.16459  0.19185  -0.2172
N  -1.37943  0.77697  0.86019  0.0945
O  -3.13922  0.30380  -0.49718  0.0302
H  -2.67697  -2.72535  1.02597  0.1127
H  -2.88955  -1.28415  -1.70411  0.1267
H  0.34085  -3.18903  1.21085  0.1009
H  1.70365  -2.19145  1.14066  0.0538
H  1.98173  -2.36307  -1.13411  0.0659
H  0.40693  -3.23337  -1.52353  0.1552
H  0.38509  0.79891  2.02036  0.1153
H  0.34774  2.08683  0.99837  0.1051
H  0.70880  0.56154  -1.00546  0.1118
H  -3.28791  2.89515  -0.79295  0.0626
H  -1.58635  2.78360  -1.03930  0.0829
H  -2.22091  3.41705  0.46131  0.0994
H  3.98775  1.66809  -0.10040  0.1134
H  2.43561  2.36036  0.44606  0.0258
H  2.45821  1.98374  -1.16770  0.0830
H  2.43624  -0.00602  1.30100  0.1258
H  2.88081  -0.59338  -0.22583  0.0836

***

Record 2
Molecular formula: C12H17NO
Method: DFT, the ωB97M-V functional and the def2-TZVPD basis

Its relative energy (zero: lowest compared OMol25 entry of this formula, charge and spin) is 78.3 kcal per mole. The total charge is 0. Its SMILES is CCc1c[nH]c2ccccc12.CCO. The multiplicity is 1. The lowest unoccupied orbital energy comes out at 0.0313 Eh.

Each line ends with the Löwdin charge.
Positions of all 31 atoms, in Å:
C  3.25404  -1.40892  -2.27243  -0.3032
C  4.35608  -0.50165  -1.72770  -0.1040
O  2.88114  -1.01353  -3.59645  -0.1056
H  3.51897  -2.42652  -2.66729  0.1349
H  2.44107  -1.33416  -1.56069  0.0791
H  4.24466  0.58799  -1.82531  0.0750
H  2.91233  -0.06374  -3.73675  0.0707
H  5.29482  -0.86291  -2.19557  0.0716
H  4.72576  -0.70830  -0.67726  0.0829
C  0.68579  0.27803  0.74098  -0.1548
C  1.52507  -0.04663  2.06022  -0.0873
C  -0.70546  0.70539  1.09663  -0.1822
C  -1.03097  1.63297  2.07339  -0.0722
C  -1.96965  0.34362  0.56037  -0.1670
C  -3.00022  0.98399  1.23398  -0.1913
C  -2.26109  -0.67025  -0.37545  -0.0524
C  -4.30120  0.60891  0.78437  -0.0543
C  -3.49523  -0.87420  -0.89866  -0.1022
C  -4.60484  -0.16740  -0.28713  -0.1027
N  -2.39184  1.77082  2.21532  0.0687
H  1.32335  0.97317  0.25689  0.0849
H  0.65493  -0.62204  0.07613  0.0967
H  1.18093  0.57310  2.89211  0.0444
H  -0.24807  2.22869  2.55308  0.1266
H  -2.87082  2.62265  2.63462  0.1847
H  -1.43005  -1.27902  -0.82545  0.1203
H  -5.12059  1.13687  1.30721  0.1072
H  -3.83909  -1.19822  -1.94559  0.1268
H  -5.60847  -0.36818  -0.58762  0.0881
H  2.56784  0.08646  2.08639  0.0378
H  1.31084  -0.98698  2.60764  0.0790

***

Record 3
Molecular formula: C12H17NO
Method: DFT, the ωB97M-V functional and the def2-TZVPD basis

Its relative energy (zero: lowest compared OMol25 entry of this formula, charge and spin) is 205.5 kcal per mole. The total charge is 0. The multiplicity is 1. The lowest unoccupied orbital energy comes out at 0.0299 Eh.

Each line ends with the Löwdin charge.
Positions of all 31 atoms, in Å:
C  -0.38190  1.65260  3.12256  -0.1876
C  -1.18742  -0.04687  1.60036  -0.2478
C  -1.61911  -1.47067  1.50935  -0.2001
C  -0.44501  -2.40575  1.10361  -0.1652
C  0.08325  -1.79526  -0.31673  -0.1281
C  0.15766  -0.24626  -0.51138  -0.0936
C  0.62959  0.13571  -1.76794  -0.2702
C  2.26815  -0.90691  -3.38889  -0.0519
C  0.43349  1.45978  -2.13804  -0.0733
C  -0.04795  2.31512  -1.16252  -0.0783
C  -0.24828  1.96515  0.28741  -0.0550
C  -0.28449  0.63170  0.42581  -0.1744
H  0.18312  1.48525  4.10524  0.1142
H  0.16436  2.17413  2.37117  0.0389
H  -1.26095  2.22749  3.38599  0.0777
H  -1.33891  -0.15095  3.64122  0.0860
H  -2.07360  0.68090  1.39235  0.1582
H  -1.95627  -1.44355  2.50334  0.0680
H  -2.39088  -1.87858  0.61438  0.1819
H  0.47248  -1.88386  1.85959  0.1706
H  -0.43459  -3.52098  1.04932  0.1062
H  -0.40779  -2.44911  -1.00151  0.0920
H  0.96842  -2.41006  -0.29510  0.0912
H  2.21860  -1.93970  -3.85665  0.0933
H  2.12441  -0.10175  -4.21119  0.0838
H  3.38711  -0.53170  -3.07115  0.1265
H  0.08704  1.62942  -3.46286  0.2135
H  -0.29858  3.32745  -1.61909  0.1102
H  -0.78941  2.69741  1.04760  0.1413
N  -0.68935  0.30002  3.04746  -0.0910
O  1.25287  -0.96775  -2.29580  -0.1370

***

Record 4
Molecular formula: C12H17NS
Method: DFT, the ωB97M-V functional and the def2-TZVPD basis

Its relative energy (zero: lowest compared OMol25 entry of this formula, charge and spin) is 153.1 kcal per mole. The total charge is 0. The multiplicity is 1. The lowest unoccupied orbital energy comes out at 0.0337 Eh.

Each line ends with the Löwdin charge.
Positions of all 31 atoms, in Å:
C  1.91751  -1.09036  -1.43533  -0.1847
C  2.94130  -1.15416  -0.49718  -0.1258
C  1.61892  -0.12198  1.32765  -0.3314
C  0.72455  -0.48761  -1.17913  -0.3811
C  2.73537  -0.78395  0.83809  -0.3064
C  -2.63035  1.63123  0.89056  -0.3093
C  1.12420  2.05696  -0.15809  -0.3351
C  -4.47057  1.51713  -1.00173  -0.0951
C  -3.22296  0.93200  -1.47813  -0.1875
C  -3.45764  0.80574  0.00810  -0.2183
C  3.82395  -1.24022  1.92179  -0.0309
C  1.82006  2.39690  -1.23311  -0.0415
N  -2.20340  1.27913  1.97743  0.0924
S  0.38989  0.39006  0.26391  1.0427
H  2.12558  -1.54708  -2.37248  0.1013
H  3.89486  -1.64555  -0.66264  0.0960
H  1.34010  0.18380  2.29096  0.0484
H  -0.05505  -0.37537  -1.94979  0.0716
H  -2.32845  2.61026  0.55920  0.1151
H  1.03624  2.82479  0.68855  0.0945
H  -4.54645  2.58546  -0.82495  0.1049
H  -5.23740  0.88407  -1.33734  0.0842
H  -3.32804  0.09338  -2.12171  0.0878
H  -2.34706  1.51629  -1.89327  0.1249
H  -3.95363  -0.12906  0.31844  0.1399
H  4.71589  -1.12881  1.36369  0.0446
H  3.88259  -2.28222  2.29731  0.0836
H  3.79666  -0.63669  2.80711  0.0574
H  1.93836  1.57883  -1.94354  0.0474
H  2.26267  3.40651  -1.22137  0.0694
H  -2.34092  0.36845  2.33246  0.0412

***

Record 5
Molecular formula: C12H17O2P
Method: DFT, the ωB97M-V functional and the def2-TZVPD basis

Its relative energy (zero: lowest compared OMol25 entry of this formula, charge and spin) is 1.7 kcal per mole. The total charge is 0. The multiplicity is 1. The lowest unoccupied orbital energy comes out at 0.0098 Eh.

Each line ends with the Löwdin charge.
Positions of all 32 atoms, in Å:
C  1.39027  3.43720  2.88821  -0.0416
C  2.46599  2.87727  2.13815  -0.0977
C  0.07411  3.35330  2.32409  -0.0883
C  2.22527  2.26078  0.94774  -0.0841
C  -0.14906  2.67833  1.19119  -0.1416
C  0.85619  2.10508  0.46178  -0.2504
C  -1.70353  0.50297  -1.12522  -0.1833
C  -0.94953  -0.63320  -0.32107  -0.3773
C  0.31586  -1.06958  -1.01130  -0.3531
C  -2.00303  -1.71291  -0.06894  -0.0576
C  1.44415  -1.49369  -0.16694  -0.0899
C  0.28495  -1.70754  -2.31847  -0.0635
O  1.48670  2.33772  -2.20513  -0.3139
O  -0.86092  1.54360  -1.64151  -0.2444
P  0.70056  1.52013  -1.28348  0.7542
H  1.64081  3.81695  3.82685  0.0751
H  3.51989  3.14908  2.39670  0.1185
H  -0.77572  3.70674  2.99425  0.1284
H  2.96686  1.64589  0.39097  0.1150
H  -1.13274  2.77770  0.78013  0.1045
H  -2.24463  0.08389  -1.91693  0.1075
H  -2.24217  0.91896  -0.32396  0.0974
H  -0.80356  -0.13266  0.58640  0.0996
H  -1.53825  -2.33444  0.75689  0.0997
H  -2.42095  -2.31522  -0.96126  0.1123
H  -2.89034  -1.16135  0.33393  0.0864
H  1.23148  -2.58925  0.15060  0.1241
H  1.44400  -0.84251  0.73190  0.0866
H  2.36118  -1.49185  -0.61509  0.0451
H  -0.38785  -1.20173  -2.92895  0.0723
H  0.12105  -2.78118  -2.32839  0.1044
H  1.18944  -1.64108  -2.76743  0.0556

***

Record 6
Molecular formula: C12H18
Method: DFT, the ωB97M-V functional and the def2-TZVPD basis

Its relative energy (zero: lowest compared OMol25 entry of this formula, charge and spin) is 68.7 kcal per mole. The total charge is 0. Its SMILES is C=CC1(C(C)(C)C)C=CCC=C1. The multiplicity is 1. The lowest unoccupied orbital energy comes out at 0.0320 Eh.

Each line ends with the Löwdin charge.
Positions of all 30 atoms, in Å:
C  0.62033  -2.44150  -0.46750  -0.1068
C  -0.65409  -1.92815  1.59808  -0.0537
C  0.89590  -1.14385  -0.53841  -0.0919
C  -0.41617  -0.63068  1.43350  -0.0854
C  2.48716  -0.15966  1.54201  0.0496
C  1.66332  0.60332  0.82491  -0.0823
C  -0.25507  -3.01838  0.56043  -0.1755
C  0.38183  -0.05928  0.30518  -0.4419
C  -1.64634  0.11573  -1.19925  -0.0504
C  0.36639  1.77125  -1.52790  -0.0547
C  -1.42029  1.96054  0.39469  -0.0426
C  -0.52551  0.96108  -0.48058  -0.4620
H  1.10571  -3.05801  -1.22078  0.1105
H  -1.40433  -2.17236  2.39457  0.1144
H  1.64175  -0.80190  -1.17634  0.0978
H  -0.52365  0.13576  2.18309  0.1178
H  3.47889  -0.03146  1.80594  0.0341
H  2.08688  -1.05120  2.02103  0.0752
H  1.96003  1.54287  0.38141  0.0993
H  -1.15856  -3.36159  -0.01512  0.1251
H  0.24215  -3.85770  1.11014  0.1210
H  -2.74724  0.28575  -0.95673  0.0963
H  -1.37788  -0.94026  -1.09675  0.0561
H  -1.60943  0.45960  -2.30139  0.0913
H  -0.36469  2.01635  -2.37479  0.0887
H  0.67876  2.78787  -1.12344  0.0882
H  1.21854  1.26160  -1.93896  0.0595
H  -2.10812  2.63996  -0.16286  0.0956
H  -0.58739  2.63453  0.72089  0.0825
H  -1.85677  1.31334  1.10347  0.0440

***

Record 7
Molecular formula: C12H18AuN3OS2
Method: DFT, the ωB97M-V functional and the def2-TZVPD basis

Its relative energy (zero: lowest compared OMol25 entry of this formula, charge and spin) is 16.4 kcal per mole. The total charge is +2. The multiplicity is 1. The lowest unoccupied orbital energy comes out at -0.3179 Eh.

Each line ends with the Löwdin charge.
Positions of all 37 atoms, in Å:
Au  -0.01073  -0.13391  -0.00884  0.8795
C  -2.46634  2.34597  -0.04020  -0.0231
C  -1.06303  2.86124  -0.03215  -0.2731
C  -0.90987  4.25466  -0.04833  0.0148
C  0.32754  4.82683  -0.02635  0.0640
C  1.46146  4.00182  0.01131  -0.1344
C  2.77300  4.52862  0.03848  0.0122
C  3.85228  3.69615  0.07112  -0.0182
C  3.65135  2.30461  0.07662  -0.0540
C  2.38335  1.77366  0.05182  -0.5727
S  2.20853  0.05483  0.02758  0.8045
C  1.26643  2.60759  0.01991  -0.2170
N  -0.00930  2.03350  -0.00430  0.0094
H  -3.17135  3.16667  -0.12996  0.1023
H  -2.68162  1.85008  0.90896  0.0920
H  -2.63435  1.68519  -0.89057  0.0850
H  -1.80003  4.86579  -0.07510  0.1312
H  0.43973  5.90374  -0.03793  0.1460
H  2.89992  5.60329  0.03321  0.1345
H  4.85677  4.09388  0.08969  0.1298
H  4.50180  1.63305  0.09886  0.1258
N  -2.41799  -1.91994  0.55559  -0.0214
N  -2.13596  -0.61972  -0.00962  -0.1483
H  -3.40266  -2.13271  0.40482  0.1178
H  -2.29297  -1.83473  1.56040  0.1014
H  -2.70852  0.09511  0.42580  0.0606
H  -2.42405  -0.64924  -0.98652  0.1166
C  0.24107  -3.38473  1.28593  -0.1731
S  0.58434  -2.47336  -0.18594  0.6737
C  -0.33750  -3.26481  -1.46086  -0.1771
O  1.99590  -2.59663  -0.47934  -0.4688
H  0.80174  -4.31295  1.16024  0.0980
H  -0.82259  -3.57363  1.39261  0.0562
H  0.63894  -2.82317  2.12983  0.0858
H  -1.39265  -3.31058  -1.20787  0.0559
H  0.10045  -4.26144  -1.54414  0.0982
H  -0.16361  -2.70803  -2.38080  0.0862

***

Record 8
Molecular formula: C12H18B3BrFNO11
Method: DFT, the ωB97M-V functional and the def2-TZVPD basis

Its relative energy (zero: lowest compared OMol25 entry of this formula, charge and spin) is 0.0 kcal per mole. The total charge is 0. The multiplicity is 1. The lowest unoccupied orbital energy comes out at 0.0108 Eh.

Each line ends with the Löwdin charge.
Positions of all 47 atoms, in Å:
N  4.14390  -4.97963  -0.66671  0.1924
B  3.30420  -4.41310  -1.71019  -0.6101
O  3.68282  -3.20846  -2.34570  0.3059
B  2.62118  -2.34535  -2.11631  -0.5334
C  2.72429  -1.09014  -1.18692  0.0537
C  2.63630  0.19074  -1.96121  -0.4162
O  2.77455  0.26297  -3.17650  0.1393
F  2.39038  1.28207  -1.22000  0.1173
O  1.42755  -2.73620  -2.72152  0.2858
B  1.11767  -3.97969  -2.19336  -0.5330
C  -0.35848  -4.19532  -1.64780  -0.0152
C  -0.64591  -3.01668  -0.73723  -0.7544
O  -0.43590  -3.04368  0.45778  0.0412
Br  -1.33373  -1.35535  -1.51987  0.7932
O  2.08377  -4.96528  -2.10158  0.3247
H  4.00700  -4.39813  0.15741  0.0927
H  5.11616  -4.81666  -0.90380  0.0831
H  3.63178  -1.09200  -0.59042  0.1376
H  1.91359  -1.12319  -0.45607  0.1211
H  -1.10021  -4.17661  -2.44040  0.1161
H  -0.40918  -5.07124  -1.01418  0.1259
C  -0.75497  2.68403  3.71601  -0.0298
C  0.57703  1.99689  3.86642  -0.3202
C  1.77953  2.85954  3.57565  -0.0924
O  2.75293  1.88479  3.17365  0.0635
C  2.07501  0.83367  2.65479  -0.5643
O  2.58249  -0.06831  2.06977  0.1511
O  0.75060  0.95029  2.89027  0.0964
H  -1.56250  1.96241  3.73650  0.0759
H  -0.89944  3.39991  4.52755  0.0952
H  -0.82738  3.20941  2.76887  0.0763
H  0.65112  1.53720  4.85682  0.1584
H  2.12897  3.41765  4.44083  0.1376
H  1.61700  3.54767  2.74308  0.1395
C  -5.28295  2.28406  -2.05328  -0.0192
C  -4.08755  2.75374  -1.26260  -0.3344
C  -2.79883  2.03978  -1.57912  -0.1071
O  -2.06924  2.18641  -0.34237  0.0554
C  -2.99164  2.29438  0.64970  -0.5355
O  -2.76166  2.25342  1.81529  0.1505
O  -4.23387  2.45738  0.13267  0.0904
H  -6.20168  2.68922  -1.63078  0.0886
H  -5.20500  2.60061  -3.09296  0.0911
H  -5.36818  1.19705  -2.02263  0.0901
H  -3.97439  3.83758  -1.36089  0.1596
H  -2.25242  2.48705  -2.40574  0.1429
H  -2.93472  0.97513  -1.77293  0.0729

***

What is the lowest unoccupied orbital energy in the third record?
0.0299 Eh

***

Number 8 is which compound?
C12H18B3BrFNO11